No. 1
DFT (the ωB97M-V functional and the def2-TZVPD basis) results for an isolated ion of composition C6H11FN and charge +1.

Summary:
Orbital gap (alpha / beta): 9.0 / 9.0 eV
E_LUMO (alpha / beta): -4.27 / -4.26 eV
HOMO level (alpha / beta): -13.22 / -13.22 eV
Total charge: +1
Largest force on an atom: 4.610 eV/Å

Atoms and positions in Å:
C  1.227  -0.476  0.048
C  1.216  0.814  0.275
C  -0.125  -1.227  -0.015
C  -1.206  -0.540  0.684
C  -1.244  1.009  0.591
C  2.585  -1.135  -0.251
N  -1.783  1.570  -0.675
F  1.918  1.942  0.360
H  -0.479  -1.511  -1.007
H  -0.117  -2.180  0.416
H  -2.210  -1.002  0.356
H  -1.181  -0.662  1.818
H  -1.848  1.570  1.347
H  3.311  -0.281  -0.223
H  2.763  -1.401  -1.361
H  2.876  -1.814  0.482
H  -2.528  0.923  -1.043
H  -1.125  1.801  -1.348
H  -2.051  2.598  -0.451

---

No. 2
DFT (the ωB97M-V functional and the def2-TZVPD basis) results for C6H11FN2O2S2Tm as an isolated structure.

Summary:
Orbital gap (alpha / beta): 7.6 / 3.9 eV
E_LUMO (alpha / beta): -12.11 / -15.80 eV
HOMO level (alpha / beta): -19.69 / -19.68 eV
Total charge: +3
Largest force on an atom: 10.928 eV/Å
2S+1: 3

Atoms and positions in Å:
C  3.301  -0.968  -0.207
C  2.874  0.536  -0.342
C  1.623  0.976  0.542
C  0.446  -0.105  0.651
C  -0.436  -0.065  -0.683
N  -1.874  -0.466  -0.518
N  -2.098  -1.279  0.596
C  -3.016  -2.190  0.372
S  -4.308  -3.179  0.223
S  -2.960  0.867  -0.594
O  -2.765  1.711  -1.811
O  -4.423  0.464  -0.598
F  -2.657  1.889  0.786
H  4.309  -1.098  -0.731
H  2.548  -1.618  -0.786
H  3.316  -1.318  0.882
H  2.788  0.822  -1.457
H  3.778  1.180  0.049
H  1.897  1.335  1.595
H  1.176  1.900  0.022
H  -0.156  0.173  1.583
H  0.789  -1.168  0.816
H  -0.397  0.983  -1.141
H  -0.003  -0.759  -1.480
Tm  -3.820  1.333  2.230

---

No. 3
DFT (the ωB97M-V functional and the def2-TZVPD basis) results for C6H11FO in the gas phase.

Summary:
Orbital gap: 10.4 eV
E_LUMO: 0.65 eV
HOMO level: -9.76 eV
Largest force on an atom: 5.731 eV/Å

Atoms and positions in Å:
C  0.343  2.076  -0.524
C  0.419  0.714  -0.189
C  1.817  0.359  0.356
F  2.282  -1.050  -0.211
C  -0.915  -0.267  0.112
C  -0.677  -1.469  -0.879
C  -2.219  0.357  -0.241
O  -0.872  -0.519  1.455
H  -0.539  2.653  -0.640
H  1.327  2.758  -0.073
H  1.436  0.100  1.409
H  2.541  1.106  0.127
H  0.077  -2.321  -0.328
H  -0.522  -1.014  -1.951
H  -1.629  -2.056  -1.115
H  -2.312  1.469  0.287
H  -2.997  -0.414  0.151
H  -2.582  0.471  -1.397
H  -0.973  0.229  1.975

---

No. 4
DFT (the ωB97M-V functional and the def2-TZVPD basis) results for C6H11FOS3 as an isolated structure.

Summary:
Orbital gap: 8.5 eV
E_LUMO: 0.46 eV
HOMO level: -8.09 eV
Largest force on an atom: 4.094 eV/Å

Atoms and positions in Å:
C  2.008  0.172  0.574
C  0.204  -2.753  0.120
C  -2.432  -0.160  0.505
C  0.171  2.908  -0.223
C  3.015  -0.472  -0.345
C  0.199  0.062  -0.264
O  2.082  0.679  1.632
F  4.244  -0.657  0.155
S  0.185  -1.392  -1.243
S  -0.849  0.099  1.264
S  -0.038  1.495  -1.344
H  0.183  -3.812  -0.333
H  -0.493  -2.642  0.952
H  1.228  -2.629  0.492
H  -3.063  0.734  0.535
H  -2.815  -0.976  1.270
H  -2.276  -0.546  -0.523
H  -0.098  3.760  -0.823
H  1.243  3.036  -0.085
H  -0.461  2.833  0.777
H  2.481  -1.370  -0.551
H  3.003  0.255  -1.272

---

No. 5
DFT (the ωB97M-V functional and the def2-TZVPD basis) results for C6H11FS in the gas phase.

Summary:
Orbital gap: 9.6 eV
E_LUMO: 0.76 eV
HOMO level: -8.85 eV
Largest force on an atom: 2.321 eV/Å

Atoms and positions in Å:
C  -1.474  -0.207  2.250
C  -0.657  0.605  1.253
C  0.469  -0.161  0.667
C  0.547  -0.699  -0.529
C  1.892  -1.271  -0.932
F  2.760  -1.627  0.149
S  -0.507  -0.614  -1.914
C  -0.444  1.138  -2.156
H  -1.994  -1.098  1.758
H  -0.830  -0.537  3.051
H  -2.277  0.389  2.632
H  -1.337  0.957  0.461
H  -0.313  1.557  1.712
H  1.337  -0.398  1.252
H  2.391  -0.524  -1.547
H  1.769  -2.218  -1.375
H  -0.549  1.811  -1.266
H  -1.233  1.410  -2.879
H  0.451  1.486  -2.587

---

No. 6
DFT (the ωB97M-V functional and the def2-TZVPD basis) results for C6H11FSi in the gas phase.

Summary:
Orbital gap: 9.4 eV
E_LUMO: 0.52 eV
HOMO level: -8.90 eV
Largest force on an atom: 6.293 eV/Å

Atoms and positions in Å:
C  -3.240  0.607  -1.481
C  -2.171  -0.084  -0.830
C  -1.611  -1.185  -0.391
C  -0.297  -1.829  0.279
Si  1.135  -0.376  0.004
C  0.178  1.213  0.355
C  2.865  -0.242  0.525
F  0.577  -0.232  -1.656
H  -3.739  1.535  -1.193
H  -2.935  0.811  -2.565
H  -2.357  -1.878  -0.452
H  -0.543  -2.002  1.319
H  -0.057  -2.791  -0.330
H  -0.637  1.271  -0.404
H  0.034  1.199  1.406
H  0.879  2.021  0.032
H  3.346  0.553  -0.026
H  3.081  -0.075  1.550
H  3.268  -1.197  0.190

---

No. 7
DFT (the ωB97M-V functional and the def2-TZVPD basis) results for C6H11N in the gas phase.

Summary:
Orbital gap: 9.5 eV
E_LUMO: 0.98 eV
HOMO level: -8.51 eV
Largest force on an atom: 5.284 eV/Å

Atoms and positions in Å:
C  -1.655  -1.503  2.424
C  -1.111  -0.681  1.598
C  -0.121  -1.018  0.541
C  0.212  0.086  -0.535
C  -0.723  1.103  -0.971
C  1.524  0.275  -0.934
N  1.938  1.408  -1.767
H  -2.625  -1.213  2.774
H  -1.306  -2.612  2.520
H  -1.295  0.475  1.628
H  0.889  -1.201  0.989
H  -0.642  -1.927  0.186
H  -0.502  1.963  -0.421
H  -0.671  1.336  -2.068
H  -1.731  0.711  -0.868
H  2.261  -0.470  -0.747
H  1.440  2.287  -1.618
H  1.862  1.217  -2.749